{"formula": "C4H5N3O2S", "method": "wB97M-V/def2-TZVPD", "lumo_energy_ha": [-0.01854, -0.01855], "spin_multiplicity": 1, "mol_weight_g_mol": 159.17, "total_energy_ha": -868.0192, "symbols": ["C", "C", "C", "C", "N", "N", "N", "O", "O", "S", "H", "H", "H", "H", "H"], "coordinates": [[-1.188, 1.997, 0.272], [-0.536, 2.019, -1.123], [-1.095, 0.998, 1.050], [1.346, -2.240, -0.227], [0.341, 1.205, -1.509], [0.614, 0.012, -1.194], [-0.916, -0.216, 1.488], [-1.804, -1.080, 1.476], [0.336, -0.428, 1.791], [1.438, -0.411, 0.083], [-1.562, 2.960, 0.530], [-0.708, 2.857, -1.693], [2.306, -2.906, 0.016], [0.940, -2.384, -1.332], [0.488, -2.383, 0.372]], "forces_ev_per_angstrom": [[0.670, 0.758, -2.535], [-0.038, -1.468, 2.794], [-0.524, -2.396, 1.749], [0.876, -0.438, -2.185], [-0.335, 1.943, -2.299], [0.242, -2.094, 1.691], [-0.524, 2.619, -1.621], [0.099, -0.858, 0.259], [0.708, -1.083, 1.345], [0.802, -0.605, -1.277], [-0.327, 0.575, 0.431], [-0.131, 1.894, -1.206], [-2.248, 1.900, -0.390], [1.327, 0.460, 2.220], [-0.595, -1.206, 1.023]], "nbo_charge": [-0.373, 0.081, 0.201, -0.775, -0.192, -0.478, 0.339, -0.496, -0.540, 1.018, 0.233, 0.193, 0.260, 0.271, 0.258]}

---

{"formula": "C24H44FNO16P4S", "method": "wB97M-V/def2-TZVPD", "lumo_energy_ha": -0.10478, "spin_multiplicity": 1, "mol_weight_g_mol": 777.57, "total_energy_ha": -4062.0105, "smiles": "Fc1ccc2c(c1)Sc1ccccc1N2.COP(=O)(OC)OC.COP(=O)(OC)OC.COP(=O)(OC)OC.COP(=O)(OC)OC", "symbols": ["F", "C", "C", "C", "C", "C", "C", "S", "C", "C", "C", "C", "C", "C", "N", "H", "H", "H", "H", "H", "H", "H", "H", "C", "O", "P", "O", "O", "C", "O", "C", "H", "H", "H", "H", "H", "H", "H", "H", "H", "C", "O", "P", "O", "O", "C", "O", "C", "H", "H", "H", "H", "H", "H", "H", "H", "H", "C", "O", "P", "O", "O", "C", "O", "C", "H", "H", "H", "H", "H", "H", "H", "H", "H", "C", "O", "P", "O", "O", "C", "O", "C", "H", "H", "H", "H", "H", "H", "H", "H", "H"], "coordinates": [[-2.462, 3.881, 1.559], [-1.697, 2.789, 0.913], [-2.370, 1.472, 0.207], [-1.476, 0.273, -0.467], [0.195, 0.360, -0.468], [0.860, 1.694, 0.208], [-0.048, 2.907, 0.887], [2.728, 1.864, 0.219], [3.272, 0.728, -1.219], [4.734, 0.948, -1.972], [5.210, -0.019, -3.214], [4.207, -1.217, -3.711], [2.769, -1.431, -2.942], [2.251, -0.464, -1.680], [0.917, -0.818, -1.073], [-3.534, 1.353, 0.214], [-2.054, -0.653, -0.950], [0.453, 3.847, 1.385], [5.443, 1.797, -1.579], [6.247, 0.130, -3.761], [4.460, -1.935, -4.602], [2.069, -2.326, -3.307], [0.338, -1.338, -1.770], [0.870, -3.104, 3.243], [0.878, -4.130, 2.268], [-0.533, -5.131, 2.311], [0.162, -6.137, 1.386], [-1.363, -4.034, 1.405], [-0.816, -3.598, 0.173], [-1.943, -6.132, 2.355], [-1.798, -7.301, 3.140], [1.742, -2.464, 3.086], [-0.035, -2.497, 3.153], [0.923, -3.545, 4.241], [-0.059, -4.279, -0.219], [-0.373, -2.608, 0.314], [-1.624, -3.514, -0.560], [-1.390, -7.047, 4.122], [-1.142, -8.017, 2.637], [-2.782, -7.759, 3.271], [0.154, 8.579, -1.345], [0.161, 7.553, -2.320], [-1.249, 6.552, -2.277], [-0.555, 5.546, -3.202], [-2.079, 7.650, -3.183], [-1.532, 8.085, -4.415], [-2.659, 5.551, -2.233], [-2.514, 4.382, -1.448], [1.025, 9.219, -1.502], [-0.751, 9.186, -1.435], [0.206, 8.138, -0.347], [-0.776, 7.405, -4.807], [-1.090, 9.075, -4.273], [-2.341, 8.169, -5.148], [-2.106, 4.636, -0.466], [-1.859, 3.667, -1.951], [-3.499, 3.925, -1.317], [-4.464, 4.521, 3.858], [-4.823, 3.696, 4.951], [-3.643, 3.679, 6.216], [-4.353, 2.477, 6.851], [-4.262, 5.073, 6.838], [-5.647, 5.145, 7.133], [-2.464, 3.661, 7.482], [-1.530, 2.602, 7.386], [-5.298, 4.552, 3.153], [-4.252, 5.538, 4.199], [-3.585, 4.107, 3.358], [-6.110, 4.164, 7.233], [-6.147, 5.703, 6.336], [-5.777, 5.692, 8.072], [-1.114, 2.556, 6.376], [-2.008, 1.651, 7.637], [-0.719, 2.786, 8.097], [3.614, -6.153, -1.944], [3.375, -5.765, -3.284], [4.125, -6.804, -4.446], [3.837, -5.772, -5.544], [2.866, -7.861, -4.342], [1.545, -7.385, -4.535], [4.875, -7.842, -5.609], [6.153, -7.406, -6.035], [3.032, -5.508, -1.282], [3.309, -7.191, -1.786], [4.676, -6.041, -1.713], [1.510, -6.432, -5.063], [1.064, -7.276, -3.558], [0.986, -8.126, -5.114], [6.776, -7.165, -5.170], [6.057, -6.530, -6.681], [6.626, -8.211, -6.602]], "forces_ev_per_angstrom": [[2.081, -3.271, -1.874], [3.258, -3.096, -1.514], [3.014, 0.310, 0.371], [1.713, 3.426, 1.767], [-3.614, 2.236, 1.194], [-3.397, -0.712, -0.481], [-2.374, -2.887, -1.303], [-1.184, -1.441, -1.456], [0.103, -2.559, -2.775], [-2.221, -2.950, -1.326], [-3.851, -0.708, 1.860], [-1.596, 2.554, 3.579], [2.150, 2.394, 0.777], [3.996, -0.225, -2.680], [1.354, 3.540, -0.193], [2.533, 0.302, -0.014], [1.501, 2.322, 1.219], [-0.958, -2.197, -1.221], [-1.671, -1.857, -0.881], [-2.454, -0.228, 1.424], [-0.476, 1.594, 1.997], [1.683, 2.207, 0.917], [0.610, 0.864, 0.884], [0.255, 0.689, 0.315], [-1.368, -0.527, 2.932], [1.018, -2.172, -10.094], [0.323, 0.297, 1.778], [-0.911, -0.659, 1.553], [0.410, 0.626, -0.139], [0.273, 2.435, 2.792], [0.025, -0.652, 0.319], [-0.083, -0.123, -0.021], [0.002, 0.121, 0.068], [0.117, 0.267, 0.078], [-0.009, -0.112, 0.181], [0.069, -0.115, -0.090], [-0.101, -0.124, 0.259], [-0.133, -0.326, 0.017], [0.040, 0.145, 0.056], [0.080, 0.230, -0.029], [0.246, 0.601, 0.251], [-1.299, -0.431, 2.948], [0.929, -2.295, -10.068], [0.320, 0.339, 1.828], [-0.897, -0.636, 1.626], [0.405, 0.569, -0.264], [0.220, 2.495, 2.717], [0.137, -0.494, 0.222], [-0.076, -0.124, -0.003], [-0.006, 0.119, 0.080], [0.114, 0.272, 0.094], [-0.025, -0.102, 0.196], [0.042, -0.079, -0.129], [-0.042, -0.080, 0.299], [-0.219, -0.208, -0.290], [0.044, 0.133, 0.059], [0.050, 0.210, 0.003], [-0.020, 0.347, -0.684], [3.103, 0.285, -0.829], [-7.390, -2.161, 6.965], [1.104, 0.026, -1.508], [1.988, -0.066, -0.232], [-0.640, 0.245, -0.325], [1.100, 1.773, -3.043], [0.431, -0.522, 0.057], [0.073, -0.059, 0.102], [-0.011, 0.118, -0.078], [-0.269, 0.217, -0.121], [0.199, -0.073, -0.071], [-0.086, -0.090, 0.095], [0.278, -0.049, -0.137], [0.204, -0.198, 0.199], [-0.035, 0.090, -0.125], [-0.145, 0.140, -0.123], [-0.147, 0.011, 0.834], [2.881, -1.315, 0.789], [-7.344, 2.307, -6.980], [1.315, 0.130, 1.302], [1.869, -0.750, 0.106], [-0.607, 0.229, 0.446], [0.960, -0.680, 3.509], [0.595, 0.191, -0.310], [0.071, -0.060, -0.102], [-0.014, -0.021, 0.134], [-0.099, 0.035, 0.284], [0.226, -0.008, 0.011], [-0.061, 0.065, -0.121], [0.301, -0.035, 0.092], [0.212, -0.025, -0.278], [-0.037, -0.009, 0.152], [-0.157, 0.010, 0.181]], "lowdin_charge": [-0.101, -0.142, -0.015, 0.005, -0.138, -0.390, 0.007, 0.800, -0.377, -0.059, -0.073, -0.059, -0.010, -0.149, -0.019, 0.100, 0.103, 0.104, 0.088, 0.088, 0.090, 0.095, 0.121, -0.156, -0.268, 0.754, -0.286, -0.278, -0.121, -0.247, -0.154, 0.092, 0.082, 0.079, 0.084, 0.059, 0.092, 0.078, 0.081, 0.089, -0.162, -0.271, 0.754, -0.274, -0.285, -0.115, -0.237, -0.171, 0.090, 0.080, 0.077, 0.086, 0.085, 0.093, 0.045, 0.084, 0.093, -0.157, -0.265, 0.752, -0.280, -0.285, -0.115, -0.250, -0.157, 0.095, 0.083, 0.053, 0.086, 0.086, 0.093, 0.077, 0.081, 0.087, -0.152, -0.280, 0.751, -0.288, -0.282, -0.114, -0.248, -0.156, 0.090, 0.084, 0.080, 0.084, 0.087, 0.093, 0.078, 0.081, 0.088]}

---

{"formula": "C21H48GeKO3Si", "method": "wB97M-V/def2-TZVPD", "lumo_energy_ha": [0.01009, -0.03501], "spin_multiplicity": 2, "mol_weight_g_mol": 488.41, "total_energy_ha": -4021.0729, "s2": 0.75, "symbols": ["K", "C", "C", "C", "C", "O", "Ge", "O", "C", "C", "C", "C", "O", "C", "C", "C", "C", "H", "H", "H", "H", "H", "H", "H", "H", "H", "H", "H", "H", "H", "H", "H", "H", "H", "H", "H", "H", "H", "H", "H", "H", "H", "H", "H", "C", "Si", "C", "C", "C", "C", "C", "C", "C", "C", "H", "H", "H", "H", "H", "H", "H", "H", "H", "H", "H", "H", "H", "H", "H", "H", "H", "H", "H", "H", "H"], "coordinates": [[0.199, 0.251, -0.292], [-1.232, 3.850, -1.653], [-0.275, 3.029, -2.511], [1.168, 3.475, -2.262], [-0.628, 3.218, -3.988], [-0.437, 1.680, -2.090], [0.179, 0.222, -3.179], [-0.775, -1.029, -2.080], [-2.034, -1.551, -2.488], [-2.268, -2.792, -1.634], [-3.128, -0.514, -2.218], [-2.045, -1.942, -3.968], [1.753, 0.022, -2.093], [2.832, -0.802, -2.514], [4.031, -0.384, -1.670], [2.489, -2.270, -2.249], [3.163, -0.607, -3.997], [-1.170, 4.913, -1.901], [-0.988, 3.729, -0.593], [-2.258, 3.511, -1.810], [1.332, 4.499, -2.610], [1.863, 2.811, -2.783], [1.401, 3.433, -1.194], [-0.680, 4.281, -4.235], [-1.599, 2.763, -4.200], [0.114, 2.753, -4.642], [-2.267, -2.526, -0.573], [-1.471, -3.519, -1.806], [-3.228, -3.258, -1.872], [-3.190, -0.299, -1.146], [-4.106, -0.872, -2.554], [-2.898, 0.421, -2.734], [-1.175, -2.562, -4.196], [-2.015, -1.063, -4.617], [-2.949, -2.508, -4.205], [3.810, -0.522, -0.607], [4.256, 0.671, -1.839], [4.914, -0.978, -1.918], [2.343, -2.438, -1.177], [3.286, -2.933, -2.597], [1.559, -2.538, -2.759], [3.258, 0.458, -4.220], [2.382, -1.020, -4.640], [4.105, -1.101, -4.245], [1.258, 1.547, 3.627], [0.139, 0.164, 3.027], [0.901, -1.524, 3.481], [2.369, -1.499, 3.020], [0.194, -2.684, 2.766], [0.857, -1.749, 4.999], [-1.656, 0.555, 3.534], [-2.619, -0.582, 3.172], [-2.079, 1.819, 2.762], [-1.743, 0.846, 5.040], [1.340, 1.526, 4.721], [0.867, 2.526, 3.341], [2.265, 1.457, 3.215], [2.461, -1.327, 1.941], [2.837, -2.466, 3.237], [2.951, -0.729, 3.533], [0.194, -2.559, 1.678], [-0.841, -2.801, 3.087], [0.714, -3.623, 2.986], [1.339, -0.938, 5.552], [1.388, -2.677, 5.246], [-0.166, -1.851, 5.366], [-2.550, -0.864, 2.116], [-3.651, -0.267, 3.362], [-2.437, -1.477, 3.770], [-2.059, 1.668, 1.677], [-1.443, 2.678, 2.994], [-3.106, 2.089, 3.034], [-1.488, -0.025, 5.645], [-2.770, 1.136, 5.296], [-1.088, 1.669, 5.336]], "forces_ev_per_angstrom": [[0.002, -0.019, 1.876], [-0.034, 0.081, 0.019], [0.051, -0.031, 0.093], [0.006, -0.017, -0.027], [-0.008, -0.043, -0.016], [0.056, 0.066, -0.671], [-0.005, -0.007, -0.578], [-0.025, 0.023, -0.598], [-0.011, 0.077, 0.117], [-0.047, -0.071, 0.021], [0.005, 0.015, -0.024], [0.042, 0.013, -0.014], [-0.021, -0.055, -0.644], [-0.057, -0.033, 0.094], [0.091, -0.008, 0.018], [-0.020, -0.005, -0.019], [-0.033, 0.028, -0.016], [-0.012, -0.023, 0.029], [-0.009, -0.002, -0.052], [0.032, 0.019, -0.002], [-0.009, -0.039, 0.027], [-0.046, 0.052, 0.017], [-0.005, -0.008, -0.039], [0.009, -0.019, 0.015], [0.014, 0.025, -0.001], [-0.053, 0.010, 0.045], [0.005, -0.006, -0.051], [-0.032, 0.018, -0.001], [0.028, 0.001, 0.029], [0.008, -0.002, -0.042], [0.040, 0.009, 0.028], [-0.020, -0.066, 0.018], [-0.028, -0.001, -0.001], [0.018, -0.048, 0.043], [0.013, 0.017, 0.015], [0.004, 0.007, -0.052], [0.000, -0.038, 0.000], [-0.012, 0.022, 0.030], [-0.002, 0.010, -0.044], [-0.029, 0.029, 0.029], [0.068, 0.013, 0.016], [0.016, -0.026, -0.001], [0.036, 0.040, 0.044], [-0.021, 0.001, 0.016], [0.096, 0.097, 0.051], [0.013, 0.018, 0.208], [0.018, -0.054, -0.102], [0.004, -0.035, 0.044], [0.060, -0.006, 0.041], [0.040, -0.069, -0.015], [-0.056, -0.016, -0.082], [-0.027, 0.060, 0.032], [-0.043, -0.016, 0.025], [-0.075, 0.056, -0.015], [0.020, 0.016, -0.061], [0.021, -0.045, 0.037], [-0.052, 0.027, 0.027], [-0.024, -0.007, 0.067], [-0.025, 0.052, -0.016], [-0.038, -0.052, -0.020], [0.016, 0.006, 0.039], [-0.003, 0.010, -0.002], [-0.020, 0.031, -0.011], [-0.018, -0.026, -0.029], [-0.023, 0.048, 0.008], [-0.001, 0.002, -0.016], [0.010, 0.022, 0.042], [0.038, -0.016, -0.011], [0.014, 0.005, 0.008], [-0.006, -0.004, 0.069], [-0.033, -0.056, -0.014], [0.061, -0.006, -0.013], [0.005, -0.004, -0.014], [0.056, -0.011, 0.000], [-0.032, -0.033, -0.025]], "mulliken_spin": [-0.022, 0.002, 0.000, 0.000, 0.000, 0.000, 0.001, -0.028, -0.003, 0.002, 0.001, 0.000, -0.015, 0.000, 0.001, 0.000, 0.000, 0.000, -0.001, 0.000, 0.000, 0.000, 0.000, 0.000, 0.000, 0.000, -0.002, 0.001, 0.000, -0.001, 0.000, 0.000, 0.000, 0.000, 0.000, -0.001, 0.000, 0.000, -0.001, 0.000, 0.000, 0.000, 0.000, 0.000, 0.066, 0.489, 0.126, 0.025, 0.079, 0.024, 0.113, 0.081, 0.062, 0.020, 0.022, -0.005, -0.010, -0.010, 0.002, 0.004, -0.018, 0.005, 0.000, -0.001, 0.008, -0.001, -0.019, 0.001, 0.000, -0.013, 0.005, 0.002, -0.002, 0.008, -0.001]}